Density functional theory data (the ωB97M-V functional and the def2-TZVPD basis) for a 4-piece molecular cluster, C21H55NO17P6 overall in a non-equilibrium geometry.

ORCA input file:
```
! RIJCOSX wB97M-V def2-TZVPD def2/J DEFGRID3
* xyz 0 1
C 7.89 -1.69 -8.08
P 7.89 -3.41 -8.70
C 7.37 -3.39 -10.44
O 6.77 -4.30 -7.74
C 5.70 -4.83 -8.38
O 5.81 -5.80 -9.05
N 4.39 -4.25 -8.20
P 4.25 -2.58 -7.69
P 3.93 -1.52 -9.57
O 5.12 -0.78 -10.02
O 2.74 -0.50 -9.28
O 3.29 -2.52 -10.61
H 8.90 -1.29 -8.09
H 7.17 -1.03 -8.58
H 7.58 -1.75 -7.04
H 6.50 -2.77 -10.68
H 8.21 -2.97 -11.00
H 7.20 -4.40 -10.82
H 3.99 -4.77 -7.42
H 5.46 -2.11 -7.18
H 3.07 0.23 -8.75
H 3.70 -3.40 -10.56
C -0.45 -2.57 -3.29
C 0.73 -3.23 -3.96
O 1.96 -2.93 -3.30
P 2.55 -3.89 -2.14
O 2.33 -5.29 -2.54
O 4.14 -3.66 -2.34
C 5.02 -4.77 -2.53
C 5.25 -5.01 -4.01
O 2.56 -2.83 -0.94
C 1.36 -2.48 -0.22
C 0.58 -3.68 0.27
H -0.62 -2.99 -2.29
H -1.37 -2.72 -3.87
H -0.28 -1.50 -3.17
H 0.57 -4.31 -4.03
H 0.83 -2.85 -4.98
H 4.64 -5.66 -2.04
H 5.96 -4.51 -2.04
H 4.31 -5.02 -4.56
H 5.77 -5.96 -4.17
H 5.87 -4.21 -4.43
H 0.75 -1.82 -0.83
H 1.69 -1.89 0.64
H 0.34 -4.37 -0.55
H -0.35 -3.36 0.73
H 1.16 -4.24 1.01
C -4.69 2.42 2.56
C -4.26 1.97 1.18
O -3.28 2.83 0.61
P -1.69 2.55 0.78
O -1.48 1.09 0.65
O -1.11 3.16 -0.60
C -0.30 2.37 -1.47
C -1.14 1.74 -2.56
O -1.29 3.89 1.55
C -1.54 4.06 2.95
C -1.06 2.91 3.80
H -3.87 2.34 3.28
H -5.52 1.81 2.93
H -5.01 3.47 2.54
H -3.90 0.94 1.22
H -5.12 1.99 0.51
H 0.24 1.62 -0.90
H 0.44 3.04 -1.90
H -2.04 1.26 -2.17
H -0.55 0.99 -3.10
H -1.47 2.49 -3.27
H -2.60 4.26 3.11
H -1.01 4.97 3.24
H -1.47 1.95 3.46
H -1.35 3.05 4.84
H 0.03 2.83 3.75
C -6.50 1.79 10.77
C -5.02 2.07 10.61
O -4.65 2.25 9.25
P -4.62 3.72 8.57
O -4.06 4.67 9.55
O -3.44 3.54 7.48
C -2.32 4.42 7.45
C -1.15 3.85 8.23
O -5.71 3.48 7.42
C -7.11 3.50 7.68
C -7.56 4.72 8.46
H -7.10 2.66 10.49
H -6.74 1.54 11.81
H -6.81 0.95 10.14
H -4.73 2.94 11.21
H -4.45 1.22 10.98
H -2.59 5.41 7.82
H -2.03 4.54 6.40
H -1.47 3.49 9.21
H -0.37 4.60 8.37
H -0.72 2.99 7.71
H -7.40 2.58 8.19
H -7.61 3.49 6.71
H -7.00 4.84 9.39
H -8.62 4.65 8.71
H -7.41 5.63 7.87
*
```

Largest force on an atom, eV Å⁻¹: 5.5
SMILES: CP(C)OC(=O)NPP(=O)(O)O.CCOP(=O)(OCC)OCC.CCOP(=O)(OCC)OCC.CCOP(=O)(OCC)OCC
Orbital gap, eV: 8.65
E_LUMO, eV: 0.4

***

Density functional theory data (the ωB97M-V functional and the def2-TZVPD basis) for a 7-piece molecular cluster, C21H55NO7 overall in a non-equilibrium geometry.

ORCA input file:
```
! RIJCOSX wB97M-V def2-TZVPD def2/J DEFGRID3
* xyz 0 1
C 1.30 2.60 1.02
C 0.86 3.19 -0.36
C 2.01 2.73 -1.33
C 0.96 4.79 -0.24
C -0.11 5.20 0.61
C -1.48 4.98 -0.08
C -1.72 3.46 -0.46
C -2.28 2.61 0.66
C -2.58 3.53 -1.75
N -0.51 2.79 -0.84
O -0.55 1.73 -1.45
H 2.20 2.95 1.49
H 1.34 1.55 1.10
H 0.52 2.91 1.72
H 2.92 3.09 -1.00
H 1.85 2.91 -2.42
H 2.06 1.62 -1.21
H 1.96 5.05 0.20
H 0.95 5.15 -1.24
H -0.10 4.94 1.67
H -0.09 6.28 0.68
H -2.39 5.30 0.49
H -1.45 5.59 -0.95
H -2.88 1.81 0.19
H -3.02 3.14 1.28
H -1.51 2.29 1.44
H -2.16 4.25 -2.37
H -3.59 3.90 -1.50
H -2.79 2.68 -2.44
H -0.17 1.70 -2.33
C 1.96 -0.89 4.45
C 1.03 -0.32 3.29
O 1.03 -1.06 2.15
H 2.97 -1.28 4.18
H 1.38 -1.70 4.96
H 2.01 -0.11 5.15
H 1.64 0.56 3.11
H 0.05 0.05 3.66
H 0.81 -0.47 1.43
C -0.91 -3.88 5.30
C -0.91 -3.21 3.97
O -1.67 -2.06 3.99
H -0.47 -4.86 5.27
H -1.92 -3.99 5.57
H -0.45 -3.29 6.07
H -1.43 -3.91 3.28
H 0.13 -3.07 3.69
H -1.16 -1.34 3.65
C -1.78 1.01 -5.53
C -0.81 0.16 -4.65
O 0.20 1.11 -4.12
H -1.81 2.08 -5.12
H -2.70 0.60 -5.73
H -1.26 1.09 -6.44
H -0.33 -0.75 -5.15
H -1.19 -0.26 -3.66
H 0.91 1.14 -4.75
C 1.13 -4.81 -0.45
C 2.13 -5.79 0.09
O 3.09 -6.05 -0.98
H 0.73 -5.18 -1.38
H 1.57 -3.83 -0.39
H 0.20 -4.50 0.16
H 1.64 -6.71 0.28
H 2.55 -5.44 1.00
H 3.33 -5.18 -1.34
C -1.64 -2.19 0.62
C -1.87 -0.71 0.08
O -0.99 0.06 0.82
H -2.29 -2.58 1.45
H -0.59 -2.43 0.76
H -1.89 -2.79 -0.18
H -2.89 -0.34 0.19
H -1.51 -0.63 -0.96
H -1.02 0.87 0.30
C 0.92 -2.41 -2.69
C 1.46 -1.57 -1.50
O 2.79 -1.52 -1.75
H -0.14 -2.26 -2.96
H 1.14 -3.42 -2.71
H 1.41 -2.09 -3.56
H 1.29 -1.76 -0.41
H 1.32 -0.53 -1.65
H 3.24 -2.32 -1.42
*
```

Energy above the lowest of the compared OMol25 structures with the same formula, charge and spin, kJ/mol: 571.54
Largest force on an atom, eV Å⁻¹: 11.4
SMILES: CC1(C)CCCC(C)(C)N1O.CCO.CCO.CCO.CCO.CCO.CCO
Orbital gap, eV: 7.75
E_LUMO, eV: 0.5

***

Density functional theory data (the ωB97M-V functional and the def2-TZVPD basis) for C21H56AsF6O7 as an isolated structure in a non-equilibrium geometry.

ORCA input file:
```
! RIJCOSX wB97M-V def2-TZVPD def2/J DEFGRID3
* xyz -1 1
As 10.99 -20.22 20.32
F 12.08 -21.08 21.46
F 12.09 -18.83 20.57
F 9.86 -19.36 19.25
F 10.02 -21.72 20.21
F 9.90 -19.71 21.66
F 12.02 -20.73 18.96
C 6.53 -21.27 20.85
C 6.47 -20.39 19.55
C 6.85 -18.99 19.87
O 7.41 -20.91 18.65
H 5.83 -20.89 21.60
H 7.54 -21.19 21.24
H 6.38 -22.34 20.65
H 5.46 -20.34 19.15
H 6.72 -18.36 18.99
H 7.84 -18.81 20.28
H 6.15 -18.56 20.59
H 8.26 -20.54 18.89
C 11.51 -21.66 15.61
C 12.18 -20.29 15.77
C 11.14 -19.23 15.99
O 13.18 -20.41 16.74
H 11.03 -21.83 14.64
H 10.76 -21.80 16.38
H 12.26 -22.45 15.71
H 12.67 -20.02 14.83
H 11.60 -18.25 16.17
H 10.53 -19.37 16.88
H 10.46 -19.04 15.15
H 12.81 -20.59 17.61
C 14.55 -15.84 18.08
C 14.04 -17.00 18.99
C 14.97 -18.15 19.15
O 13.50 -16.51 20.23
H 15.33 -15.23 18.53
H 13.71 -15.19 17.81
H 14.91 -16.25 17.14
H 13.15 -17.36 18.47
H 15.76 -17.83 19.83
H 15.31 -18.55 18.19
H 14.42 -18.97 19.61
H 13.04 -17.26 20.63
C 13.51 -17.28 25.33
C 12.26 -17.50 24.39
C 12.62 -18.63 23.32
O 11.30 -18.06 25.19
H 13.68 -18.12 26.00
H 13.18 -16.48 25.98
H 14.51 -17.03 24.96
H 11.89 -16.61 23.89
H 11.73 -19.17 23.00
H 13.27 -19.40 23.74
H 13.13 -18.11 22.50
H 10.66 -18.44 24.58
C 8.23 -22.08 24.00
C 9.28 -21.20 24.70
C 10.66 -21.76 24.58
O 9.17 -19.95 24.01
H 7.30 -21.56 23.78
H 7.91 -22.83 24.72
H 8.58 -22.58 23.10
H 9.00 -21.00 25.74
H 10.82 -22.65 25.18
H 11.49 -21.10 24.85
H 10.91 -21.95 23.54
H 9.23 -20.05 23.06
C 10.04 -16.26 21.59
C 10.14 -14.74 21.46
C 8.78 -14.03 21.39
O 10.80 -14.19 22.62
H 9.44 -16.54 22.46
H 11.03 -16.71 21.58
H 9.47 -16.56 20.70
H 10.75 -14.61 20.56
H 8.23 -14.45 22.24
H 8.22 -14.27 20.49
H 8.86 -12.97 21.61
H 11.73 -14.43 22.61
C 11.12 -24.56 19.81
C 10.43 -24.33 18.45
C 10.06 -25.68 17.74
O 9.31 -23.56 18.68
H 11.51 -23.62 20.19
H 11.95 -25.22 19.59
H 10.50 -25.02 20.58
H 11.08 -23.80 17.77
H 10.93 -26.29 17.52
H 9.46 -25.48 16.86
H 9.35 -26.24 18.36
H 9.65 -22.84 19.21
*
```

Largest force on an atom, eV Å⁻¹: 3.9
Orbital gap, eV: 9.57
E_LUMO, eV: 2.4

***

Density functional theory data (the ωB97M-V functional and the def2-TZVPD basis) for a 3-piece molecular cluster, C21H56B2N4O11P2S overall in a non-equilibrium geometry.

ORCA input file:
```
! RIJCOSX wB97M-V def2-TZVPD def2/J DEFGRID3
* xyz 0 1
H -5.42 -1.74 3.15
N -5.12 -0.74 3.00
C -4.19 -0.65 1.97
N -3.57 0.69 1.60
N -3.79 -1.94 1.27
C -3.45 -1.72 -0.19
C -1.83 -2.04 -0.41
C -0.89 -0.69 -0.40
C 0.39 -0.80 0.66
P 1.81 0.36 0.00
B 2.05 0.94 1.81
O 2.67 0.16 2.91
O 1.53 2.30 2.18
C 0.89 2.23 3.50
C -0.26 3.37 3.78
B 2.63 -1.14 -0.85
O 2.01 -1.62 -2.14
N 3.81 -1.94 -0.35
C 3.41 -3.13 0.49
C 4.88 -1.09 0.29
P 3.23 1.80 -0.82
O 4.05 1.14 -2.24
O 2.42 3.28 -1.37
S 4.53 2.41 0.54
H -2.78 0.95 2.24
H -4.30 1.45 1.56
H -4.63 -2.59 1.30
H -4.01 -2.57 -0.81
H -3.79 -0.70 -0.64
H -1.75 -2.53 -1.49
H -1.40 -2.81 0.36
H -1.52 0.29 -0.18
H -0.50 -0.55 -1.52
H 0.03 -0.28 1.67
H 0.77 -1.89 0.83
H 0.76 1.06 -0.76
H 2.31 -0.77 2.93
H 1.72 2.34 4.32
H 0.37 1.17 3.64
H -0.48 4.02 2.81
H -0.01 4.05 4.73
H -1.28 2.83 4.06
H 1.34 -2.32 -1.81
H 2.30 -3.50 0.25
H 4.11 -4.04 0.14
H 3.62 -3.02 1.64
H 5.79 -1.83 0.53
H 5.33 -0.31 -0.49
H 4.59 -0.60 1.31
H 3.38 0.90 -2.95
H 1.98 3.04 -2.27
C -7.40 -7.94 3.86
O -7.03 -7.91 2.50
C -7.55 -6.76 1.82
C -6.80 -6.52 0.51
O -5.56 -5.83 0.70
C -4.49 -6.62 1.25
C -3.89 -7.59 0.23
O -4.69 -8.77 0.13
C -4.38 -9.52 -1.03
H -8.49 -7.96 3.96
H -7.00 -8.86 4.31
H -6.98 -7.08 4.39
H -7.46 -5.87 2.46
H -8.61 -6.95 1.61
H -7.41 -5.86 -0.11
H -6.66 -7.44 -0.05
H -4.80 -7.13 2.16
H -3.72 -5.90 1.53
H -2.89 -7.89 0.55
H -3.82 -7.10 -0.75
H -4.61 -8.95 -1.93
H -5.00 -10.42 -1.03
H -3.33 -9.82 -1.03
C 4.91 5.33 -1.06
O 5.16 6.60 -1.64
C 6.25 6.57 -2.56
C 6.22 7.81 -3.47
O 5.31 7.66 -4.57
C 3.92 7.79 -4.24
C 3.50 9.23 -3.98
O 3.83 9.62 -2.64
C 3.79 11.02 -2.46
H 5.80 4.98 -0.53
H 4.09 5.43 -0.35
H 4.62 4.61 -1.83
H 6.21 5.67 -3.17
H 7.18 6.58 -1.97
H 7.21 7.92 -3.93
H 6.02 8.72 -2.91
H 3.65 7.12 -3.41
H 3.38 7.43 -5.12
H 2.41 9.32 -4.09
H 4.00 9.90 -4.69
H 4.54 11.51 -3.10
H 4.03 11.25 -1.42
H 2.79 11.41 -2.69
*
```

Largest force on an atom, eV Å⁻¹: 5.4
SMILES: [H]/N=C(/N)NCCCC[PH](B(O)OCC)(B(O)N(C)C)P(O)(O)=S.COCCOCCOC.COCCOCCOC
Orbital gap, eV: 8.19
E_LUMO, eV: 0.0

***

Density functional theory data (the ωB97M-V functional and the def2-TZVPD basis) for a 10-piece molecular cluster, C21H56BBrFIN13O27P3 overall in a non-equilibrium geometry.

ORCA input file:
```
! RIJCOSX wB97M-V def2-TZVPD def2/J DEFGRID3
* xyz 0 1
C -3.34 3.86 -6.95
C -2.84 3.56 -5.55
O -3.68 2.65 -4.83
P -3.77 1.13 -5.34
O -4.87 0.92 -6.28
C -3.97 0.18 -3.83
C -3.76 -1.31 -4.12
C -2.30 -1.75 -3.93
C -2.00 -2.18 -2.50
O -2.86 -1.60 -1.61
Br -2.31 -4.16 -2.40
O -0.66 -2.04 -2.13
C -0.24 -0.78 -1.71
F -0.90 0.21 -2.39
C -0.47 -0.62 -0.19
C -1.61 0.29 0.23
O -1.75 1.47 -0.01
I -3.10 -0.66 1.56
C 1.29 -0.67 -2.10
N 1.94 -1.88 -1.56
P 3.49 -2.42 -1.98
N 4.24 -1.04 -2.62
O 3.11 -3.23 -3.37
B 1.26 -0.60 -3.72
N 0.97 -1.74 -4.49
O 1.48 0.59 -4.38
P 2.11 0.94 -1.48
N 2.75 0.49 0.06
O 0.88 1.96 -1.09
O -2.33 0.79 -5.94
C -2.28 0.10 -7.20
C -0.94 -0.60 -7.28
H -3.45 2.96 -7.55
H -2.61 4.49 -7.45
H -4.29 4.36 -6.88
H -1.80 3.23 -5.55
H -2.87 4.48 -4.99
H -4.97 0.40 -3.47
H -3.27 0.56 -3.08
H -4.00 -1.49 -5.16
H -4.44 -1.93 -3.55
H -1.67 -0.91 -4.17
H -2.09 -2.54 -4.62
H -2.99 -2.20 -0.87
H 0.42 -0.29 0.32
H -0.70 -1.61 0.19
H 1.82 -1.99 -0.57
H 5.23 -1.10 -2.47
H 4.03 -0.86 -3.59
H 3.93 -3.65 -3.65
H 0.99 -2.62 -3.99
H 1.44 -1.80 -5.38
H 0.90 1.28 -4.07
H 2.47 1.17 0.76
H 2.51 -0.44 0.36
H 1.19 2.87 -1.17
H -2.36 0.80 -8.02
H -3.08 -0.63 -7.27
H -0.66 -0.79 -8.31
H -0.96 -1.55 -6.75
H -0.17 0.01 -6.82
C -6.51 0.98 3.99
N -6.85 -0.44 3.72
O -7.94 -0.84 4.07
O -6.01 -1.10 3.15
H -7.35 1.45 4.49
H -5.62 0.99 4.62
H -6.31 1.46 3.04
C 2.06 1.51 4.69
N 2.81 1.48 3.40
O 3.60 0.59 3.23
O 2.56 2.36 2.60
H 2.38 0.68 5.29
H 2.29 2.46 5.17
H 1.01 1.45 4.45
C 7.23 1.28 4.18
N 6.51 1.09 5.47
O 6.82 0.15 6.16
O 5.65 1.90 5.74
H 7.96 0.49 4.07
H 6.49 1.23 3.38
H 7.70 2.26 4.21
C 7.69 -3.20 4.71
N 8.16 -2.13 3.79
O 9.32 -1.81 3.83
O 7.33 -1.64 3.06
H 8.53 -3.55 5.30
H 6.92 -2.77 5.34
H 7.29 -4.01 4.10
C 7.97 -1.75 8.72
N 7.65 -3.15 8.33
O 6.49 -3.51 8.38
O 8.58 -3.85 7.98
H 7.06 -1.25 9.00
H 8.67 -1.80 9.54
H 8.43 -1.28 7.85
C -0.81 4.54 4.68
N -0.97 3.73 5.92
O -0.17 2.84 6.12
O -1.89 4.02 6.65
H 0.05 4.17 4.14
H -1.72 4.43 4.10
H -0.67 5.58 4.99
C -0.99 -7.53 0.13
N -2.23 -7.01 -0.50
O -2.46 -7.33 -1.65
O -2.93 -6.30 0.18
H -0.47 -8.14 -0.60
H -0.39 -6.67 0.41
H -1.28 -8.11 1.00
C 2.45 6.10 -3.07
N 1.92 4.90 -2.37
O 1.20 4.15 -2.98
O 2.27 4.75 -1.21
H 2.06 6.10 -4.08
H 2.11 6.97 -2.52
H 3.53 6.03 -3.06
C -11.49 0.08 2.87
N -11.17 1.46 3.32
O -10.43 2.13 2.62
O -11.66 1.83 4.36
H -10.98 -0.10 1.93
H -11.14 -0.60 3.64
H -12.57 0.02 2.75
*
```

Largest force on an atom, eV Å⁻¹: 3.3
SMILES: CCOP(=O)(CCC[C@@](O)(Br)O[C@@](F)(CC(=O)I)[C@@](NP(N)O)(B(N)O)P(N)O)OCC.C[N+](=O)[O-].C[N+](=O)[O-].C[N+](=O)[O-].C[N+](=O)[O-].C[N+](=O)[O-].C[N+](=O)[O-].C[N+](=O)[O-].C[N+](=O)[O-].C[N+](=O)[O-]
Orbital gap, eV: 7.33
E_LUMO, eV: -0.2